[1]
{
  "formula": "C44H44AgAsO5P2S",
  "method": "wB97M-V/def2-TZVPD",
  "symbols": ["Ag", "As", "S", "P", "P", "O", "O", "O", "O", "O", "C", "C", "C", "C", "C", "C", "C", "C", "C", "C", "C", "C", "C", "C", "C", "C", "C", "C", "C", "C", "C", "C", "C", "C", "C", "C", "C", "C", "C", "C", "C", "C", "C", "C", "C", "C", "C", "C", "C", "C", "C", "C", "C", "C", "H", "H", "H", "H", "H", "H", "H", "H", "H", "H", "H", "H", "H", "H", "H", "H", "H", "H", "H", "H", "H", "H", "H", "H", "H", "H", "H", "H", "H", "H", "H", "H", "H", "H", "H", "H", "H", "H", "H", "H", "H", "H", "H", "H"],
  "positions_angstrom": [[0.3814, 0.5092, -0.3243], [0.5924, 3.3361, 1.1653], [-0.8247, 1.7997, 1.4467], [1.8865, -0.9625, 1.6059], [4.1893, -3.1170, 3.0507], [5.1681, 0.7499, -6.4287], [0.4304, 1.6841, -2.4607], [3.2525, -0.5215, -6.2543], [-0.3426, -1.1880, -1.8140], [2.1211, 2.1737, -1.0913], [6.2100, -2.0505, 1.3002], [2.3619, -1.6170, -0.0408], [-3.5562, 1.2645, -2.9570], [4.6971, 2.2113, -4.4906], [2.3340, 0.6573, -4.2833], [3.7272, -1.1692, -1.9903], [1.9131, -2.7903, -0.6345], [3.7757, 2.4273, -3.4624], [-1.4596, -3.1973, -2.3743], [-4.4310, -0.6083, -4.1840], [3.6748, -4.4709, 1.8996], [2.1599, -6.3235, 1.5117], [8.5376, -2.6089, 1.5490], [-2.5257, 0.4729, -2.4830], [-3.4072, -1.4056, -3.7042], [2.5547, -5.2243, 2.2574], [4.4198, 1.1914, -5.3662], [4.4483, -4.9160, 0.8287], [-0.5318, -3.1597, 4.0993], [4.4516, -0.3399, -6.9928], [0.2923, 4.4876, -0.3602], [0.5665, -2.4904, 3.5783], [5.8897, -2.8247, 2.4124], [2.9247, -6.7379, 0.4308], [-4.5121, 0.7254, -3.8063], [6.9149, -3.4884, 3.0850], [8.2299, -3.3872, 2.6544], [3.2556, -0.7994, -0.7419], [7.5252, -1.9419, 0.8738], [-2.4438, -0.8726, -2.8456], [1.6460, 1.8667, -2.2260], [2.3597, -3.1388, -1.8998], [-1.3338, -1.6940, -2.3082], [3.2717, -2.3424, -2.5743], [-1.6541, -3.3769, 3.3163], [0.5589, -2.0247, 2.2658], [2.4144, 2.9576, 1.6971], [2.6196, 1.6716, -3.3604], [4.0796, -6.0434, 0.1094], [0.1535, 4.6059, 2.5787], [-0.5991, -2.2038, 1.5066], [3.3626, -1.4491, 2.6422], [3.2640, 0.4310, -5.2619], [-1.6869, -2.8928, 2.0162], [2.9704, 2.4906, 0.8926], [-2.5060, -3.9063, 3.7237], [-3.3536, -2.4395, -4.0196], [4.4293, -0.5299, -2.5117], [5.4333, -1.5514, 0.7378], [9.5626, -2.5228, 1.2115], [2.6359, -7.6117, -0.1404], [2.8841, 3.8924, 2.0018], [-0.7771, 4.6936, -0.3690], [6.6714, -4.0939, 3.9505], [-2.5710, -3.0351, 1.4065], [1.2667, -6.8692, 1.7912], [-5.3161, 1.3443, -4.1834], [7.7573, -1.3400, 0.0036], [3.5797, 0.1389, -0.3026], [9.0149, -3.9139, 3.1823], [1.9884, -4.9532, 3.1336], [-1.7711, 0.8950, -1.8329], [2.3441, 2.2863, 2.5518], [3.9626, 3.1934, -2.7215], [5.5859, 2.8184, -4.5946], [-3.6052, 2.3067, -2.6707], [0.2886, 4.1212, 3.5442], [-0.6425, -1.7932, 0.5069], [-0.8857, 4.9163, 2.4892], [0.5804, 4.0119, -1.2894], [3.0986, -1.0630, 3.6320], [-1.3428, -3.5292, -3.4081], [1.4368, -2.3450, 4.2071], [-2.4403, -3.5140, -2.0201], [1.4196, 0.0866, -4.1958], [-0.6789, -3.6513, -1.7690], [4.2110, -0.1264, -8.0388], [4.1695, -0.7994, 2.2998], [5.0621, -1.2478, -6.9381], [-5.1656, -1.0261, -4.8601], [0.8434, 5.4159, -0.2118], [2.0023, -4.0527, -2.3594], [5.3449, -4.3853, 0.5429], [4.7012, -6.3757, -0.7133], [1.2219, -3.4328, -0.1033], [-0.5128, -3.5165, 5.1217], [3.6192, -2.6278, -3.5599], [0.8074, 5.4764, 2.5093]],
  "mulliken_charge": [1.97, 1.06, -0.66, 0.46, -0.39, -0.51, -0.72, -0.54, -0.21, -0.75, 0.32, 1.66, -0.93, -1.07, -1.42, -0.85, -0.65, -0.21, -1.51, -0.69, 0.43, -0.70, -0.51, 0.02, -0.48, -0.33, 0.98, -0.11, -0.58, -0.33, -0.93, -0.67, -0.12, -0.52, -0.39, -0.53, -0.60, -1.29, -0.67, 0.72, 0.08, -1.01, 0.20, -0.90, -0.72, 0.67, -0.89, 0.18, -0.68, -1.24, -0.11, -1.86, 1.02, -0.67, 0.13, 0.39, 0.39, 0.62, 0.51, 0.37, 0.40, 0.50, 0.36, 0.40, 0.47, 0.44, 0.39, 0.44, 0.42, 0.40, 0.43, 0.37, 0.25, 0.43, 0.44, 0.43, 0.37, 0.12, 0.37, 0.18, 0.94, 0.42, 0.36, 0.45, 0.51, 0.08, 0.25, 0.96, 0.28, 0.39, 0.41, 0.58, 0.35, 0.39, 0.49, 0.43, 0.42, 0.40],
  "homo_energy_ev": -7.4109,
  "spin_multiplicity": 1,
  "e_above_lowest_ev": 1.400,
  "homo_lumo_gap_ha": 0.2779
}

[2]
{
  "formula": "C44H44Cl3N6O5ReS2",
  "method": "wB97M-V/def2-TZVPD",
  "symbols": ["Re", "Cl", "Cl", "Cl", "S", "S", "O", "O", "O", "O", "O", "N", "N", "N", "N", "N", "N", "C", "C", "C", "C", "C", "C", "C", "C", "C", "C", "C", "C", "C", "C", "C", "C", "C", "C", "C", "C", "C", "C", "C", "C", "C", "C", "C", "C", "C", "C", "C", "C", "C", "C", "C", "C", "C", "C", "C", "C", "C", "C", "C", "C", "H", "H", "H", "H", "H", "H", "H", "H", "H", "H", "H", "H", "H", "H", "H", "H", "H", "H", "H", "H", "H", "H", "H", "H", "H", "H", "H", "H", "H", "H", "H", "H", "H", "H", "H", "H", "H", "H", "H", "H", "H", "H", "H", "H"],
  "positions_angstrom": [[1.2211, 0.6727, -1.3505], [1.8580, -3.0411, 6.5278], [2.6824, -0.9402, 3.2066], [4.0392, 2.8628, 6.7357], [1.7978, -5.3260, 4.6643], [-0.0745, 2.3448, -2.3493], [3.2418, -0.1580, -0.6635], [-0.7905, -1.5028, 5.6160], [2.4834, 2.3293, -0.6760], [1.3525, -2.3432, -0.2405], [2.1708, 0.5860, -3.1496], [-0.6013, 0.5349, 2.5352], [-2.3059, 3.5865, -1.7102], [0.3018, 0.8447, 0.5558], [0.0995, -0.7434, -2.0990], [-2.3173, 1.3420, -1.2117], [-0.3063, -0.8046, -3.3821], [-2.7224, -2.8356, -0.8848], [0.0648, 2.0853, 1.1437], [-1.2973, -2.8168, 5.3911], [-1.7039, 2.4143, -1.6804], [1.8858, 0.2868, -6.6706], [-0.0170, -0.2842, -8.1152], [0.3142, -0.2562, -4.3819], [-1.9975, -1.8846, -1.5769], [-1.1607, -0.1316, 3.7223], [1.0077, -3.9791, 5.3725], [0.3913, -5.7456, 3.7901], [-1.3301, -0.7024, -8.2760], [-0.6285, -4.8775, 4.0330], [-1.5893, -0.8357, -5.8830], [-6.0168, 3.4574, -1.6604], [-4.7037, 3.2067, -2.0322], [-0.6337, -1.7229, -1.3390], [2.2146, 0.1203, 4.5296], [1.6847, 0.3140, -4.2847], [0.9451, 0.0263, 5.0736], [-5.2537, 4.9450, 0.0738], [2.4595, 0.4883, -5.4589], [-0.1129, -0.9052, 4.5377], [3.3369, 1.9335, 0.4213], [-2.1105, -0.9785, -7.1614], [3.9319, -1.0747, -1.5462], [4.1582, 0.7538, -0.0230], [-0.7047, -3.5266, 0.2486], [-6.2897, 4.3239, -0.6106], [0.6588, 0.8371, 6.1708], [3.1559, 3.1700, -1.6499], [2.0558, -3.2826, 0.5896], [-0.4751, 1.8953, 2.3686], [-3.9361, 4.6928, -0.2784], [-0.2828, -3.8372, 4.9504], [1.5967, 1.7108, 6.6906], [-2.0667, -3.6565, 0.0215], [-0.2776, -0.4083, -5.7080], [3.1793, 0.9802, 5.0245], [-3.6796, 3.8209, -1.3248], [0.5155, -0.1321, -6.8385], [2.8549, 1.7830, 6.1063], [-0.1012, -0.0581, 1.4548], [0.0287, -2.5546, -0.4261], [-3.2677, 1.4068, -0.8716], [-1.7565, 4.3785, -2.0182], [-1.9668, -0.7961, 3.4102], [3.5077, 4.0652, -1.1404], [-0.2188, -4.1884, 0.9494], [-2.0975, -2.7887, 4.6394], [3.0911, -2.9586, 0.5910], [-2.6179, -4.4206, 0.5525], [0.3120, 3.0051, 0.6446], [-3.7811, -2.9515, -1.0644], [1.9793, -4.2863, 0.1721], [-0.7895, 2.5916, 3.1253], [4.6176, 0.2715, 0.8413], [-4.4842, 2.5721, -2.8818], [1.3664, 2.3234, 7.5501], [3.4807, 0.8260, -5.3529], [2.4709, 0.4593, -7.5666], [-1.7570, -3.1017, 6.3375], [1.6696, -3.2678, 1.6103], [-6.8258, 2.9953, -2.2083], [4.9405, 1.0222, -0.7361], [0.3591, -1.6649, 3.9070], [2.6735, 1.6592, 1.2377], [-1.5861, 0.6536, 4.3457], [3.9595, 2.7726, 0.7345], [0.6004, -0.0819, -8.9806], [3.9889, 2.6351, -2.1031], [4.6789, -1.6175, -0.9677], [4.1725, 1.0080, 4.6007], [3.1936, -1.7677, -1.9360], [-1.6193, -4.9889, 3.6148], [-2.4757, -1.2665, -2.3246], [-3.1212, 5.1756, 0.2450], [0.3769, -6.6324, 3.1779], [-1.8598, 0.4442, -1.2299], [-5.4706, 5.6319, 0.8795], [-3.1307, -1.3119, -7.2907], [4.4103, -0.5231, -2.3543], [-7.3146, 4.5276, -0.3346], [-0.0834, -1.1250, 1.3339], [-2.1987, -1.0587, -5.0188], [2.4256, 3.4349, -2.4070], [-1.7423, -0.8163, -9.2686], [-0.3107, 0.7511, 6.6435]],
  "mulliken_charge": [1.19, -0.14, -0.17, -0.17, -0.15, -0.64, -0.02, -0.30, -0.30, 0.00, -0.11, 0.45, -0.01, 1.24, 1.56, 0.22, -0.61, -1.42, -0.94, -0.79, 0.54, -0.73, -0.91, 0.76, -0.14, -1.57, 0.92, -0.55, -0.66, -0.80, -0.25, -0.63, -0.11, 1.16, 1.50, 0.37, -0.46, -0.62, -1.32, 0.92, -0.43, -0.83, -1.25, -0.56, -0.22, -0.50, -0.54, -0.76, -0.68, -0.94, -0.39, 0.06, -1.03, -0.89, 0.67, -0.98, -0.04, 0.57, 0.30, -1.02, -0.90, 0.37, 0.34, 0.37, 0.35, 0.47, 0.30, 0.22, 0.52, 0.68, 0.46, 0.38, 0.65, 0.43, 0.53, 0.48, 0.56, 0.45, 0.37, 0.07, 0.41, 0.46, -0.09, -0.16, 0.16, 0.60, 0.46, 0.28, 0.41, 0.52, 0.28, 0.55, 0.40, 0.46, 0.49, -0.32, 0.41, 0.46, 0.43, 0.42, 0.77, 0.40, 0.27, 0.43, 0.52],
  "charge": 3,
  "homo_energy_ev": [-14.2843, -14.2843],
  "spin_multiplicity": 2,
  "e_above_lowest_ev": 0.000,
  "homo_lumo_gap_ha": [0.1535, 0.1812]
}

Number 1: calculated total energy -150830.7621 eV. Number 2: calculated total energy -126864.5545 eV.